Entry from the Open Molecules 2025 dataset: a structure of composition C10H30O5 (the ωB97M-V functional and the def2-TZVPD basis).

Structure (XYZ):
```
45
Properties=species:S:1:pos:R:3:forces:R:3:mulliken_charge:R:1
C 0.194 0.109 -2.820 0.300 -3.187 -5.937 -0.764
C -0.008 -1.049 -3.889 0.792 0.784 0.927 -0.823
O -1.021 -1.928 -3.464 -0.118 -0.635 -0.013 -0.552
H 0.631 0.919 -3.406 0.165 0.068 0.127 0.430
H 0.916 -0.171 -2.053 -0.083 -0.941 -0.778 0.567
H -0.758 0.471 -2.433 0.591 -1.596 -2.440 0.367
H 0.926 -1.605 -3.969 0.263 0.025 -0.015 0.370
H -0.226 -0.744 -4.912 -0.225 0.585 0.129 0.384
H -0.529 -2.693 -3.157 -0.516 -0.269 0.205 0.341
C -0.056 1.669 -1.318 0.237 3.773 2.130 0.658
C -0.251 2.297 0.065 0.977 2.495 -2.972 -1.156
O -1.248 1.576 0.771 -3.760 5.423 -1.245 -0.619
H -0.935 1.871 -1.931 0.088 0.452 0.347 0.636
H 0.159 0.607 -1.196 0.148 3.160 1.160 -2.041
H 0.829 2.032 -1.840 -0.154 0.826 0.387 0.496
H -0.494 3.357 -0.007 0.148 0.003 0.309 0.600
H 0.737 2.137 0.496 -0.195 0.759 0.555 0.210
H -2.045 2.105 0.688 -0.294 0.072 -0.123 0.541
C 0.053 0.914 2.633 -0.832 0.421 2.898 -0.122
C -1.154 1.702 3.207 0.835 -0.351 1.049 -0.444
O -1.914 1.035 4.242 0.061 0.249 -0.876 -0.565
H 0.718 0.661 3.459 0.190 0.174 0.179 0.671
H 0.577 1.589 1.956 0.348 -0.370 1.029 -0.015
H -0.192 0.009 2.077 -0.362 0.661 1.536 -0.025
H -1.799 1.990 2.377 -0.288 -0.237 1.851 0.245
H -0.710 2.609 3.616 -0.192 0.381 0.266 0.271
H -1.324 0.555 4.828 0.217 0.067 -0.077 0.332
C 2.057 -1.470 1.793 1.069 0.329 0.083 -0.406
C 2.324 -1.425 0.277 -1.960 0.636 1.769 -0.446
O 1.149 -1.924 -0.306 4.759 -2.041 -1.324 -0.637
H 2.994 -1.115 2.222 -0.058 -0.094 0.796 0.377
H 1.769 -2.442 2.194 0.519 -0.374 -0.359 0.307
H 1.233 -0.833 2.116 0.794 -0.125 -0.478 0.006
H 3.247 -1.934 -0.001 -0.403 -0.367 -0.262 0.423
H 2.398 -0.373 0.004 0.492 0.317 -0.096 0.128
H 0.326 -1.486 -0.077 2.773 0.530 1.171 0.601
C -1.084 -1.984 -0.415 -2.499 -1.755 -1.846 -1.735
C -1.127 -0.498 -0.280 -1.796 -0.959 0.658 0.306
O -0.046 -0.057 0.478 1.850 -3.213 -1.710 -0.687
H -1.047 -2.565 0.507 -0.428 0.169 0.046 0.361
H -0.205 -2.272 -0.991 -1.686 -0.764 -0.650 0.220
H -1.857 -2.311 -1.110 -0.715 0.134 0.605 0.479
H -2.004 -0.176 0.282 -0.437 -0.470 -0.708 0.530
H -1.025 -0.049 -1.268 -1.979 -1.245 1.204 0.147
H -0.175 0.891 0.557 1.364 -3.501 0.494 0.035
```
Forces are in eV/Å.

The HOMO energy is -9.10 eV. As for the spin multiplicity: 1. For the orbital gap, the calculation gives 9.390 eV.



Entry from the Open Molecules 2025 dataset: a cluster of 5 separate species, C10H30O5S5 in total (the ωB97M-V functional and the def2-TZVPD basis).

Structure (XYZ):
```
50
Properties=species:S:1:pos:R:3:forces:R:3:mulliken_charge:R:1
C -1.886 -2.567 -1.205 -0.432 1.099 -0.744 -0.995
S -0.310 -3.113 -0.763 2.010 2.151 1.872 0.684
O 0.004 -4.502 -1.102 -0.290 -1.168 -1.010 -0.706
C 0.559 -1.994 -1.927 -0.139 -0.803 -0.025 -0.833
H -2.002 -2.826 -2.257 -0.525 0.394 -0.122 0.397
H -1.888 -1.468 -0.949 -0.026 -1.059 -0.568 0.200
H -2.607 -3.043 -0.592 -0.782 -0.626 0.473 0.373
H 0.032 -1.031 -1.944 0.384 -0.423 -0.017 0.132
H 0.549 -2.524 -2.897 -0.025 0.401 0.282 0.436
H 1.592 -1.897 -1.573 -0.279 0.096 -0.147 0.318
C 1.421 -5.775 1.394 -0.831 -1.105 -0.271 -0.767
S 1.777 -4.560 2.586 0.651 1.378 0.444 0.522
O 2.712 -5.104 3.605 0.008 -0.174 -0.113 -0.662
C 2.777 -3.537 1.442 0.398 0.335 0.774 -0.637
H 2.290 -5.934 0.786 0.416 -0.369 -0.310 0.262
H 0.600 -5.417 0.755 0.235 -0.237 0.215 0.271
H 1.153 -6.698 1.939 -0.004 0.424 -0.323 0.375
H 3.513 -4.126 0.898 0.054 -0.318 0.231 0.416
H 3.330 -2.786 2.064 -0.760 -0.443 -0.657 0.314
H 2.103 -3.123 0.698 -0.082 0.433 0.104 -0.142
C 1.332 1.360 -2.096 2.070 -0.655 0.803 -0.435
S 2.615 2.349 -1.152 -0.406 1.042 -1.466 0.452
O 3.500 3.095 -2.123 -0.169 -1.086 0.357 -0.656
C 1.536 3.664 -0.663 0.376 0.227 2.421 -0.584
H 2.042 0.555 -2.370 -0.851 -0.190 0.061 0.261
H 0.985 1.751 -3.037 -0.225 0.809 -0.043 0.447
H 0.567 1.024 -1.380 0.263 0.093 -0.303 -0.100
H 2.154 4.429 -0.101 -0.700 -1.062 -0.339 0.347
H 0.707 3.248 -0.047 0.448 0.521 -0.349 0.038
H 1.237 4.156 -1.547 -0.623 0.329 -1.066 0.287
C -2.981 5.591 -0.704 0.361 0.980 2.084 -1.091
S -1.680 4.384 -0.712 -0.011 -0.083 0.802 0.573
O -1.776 3.520 0.509 -0.154 0.420 -0.268 -0.597
C -2.387 3.457 -2.024 0.463 -0.968 -1.585 -0.734
H -3.957 5.139 -0.757 -0.315 -0.051 -0.444 0.328
H -2.707 6.333 -1.435 -0.400 0.138 -0.581 0.378
H -2.932 6.110 0.284 0.096 -0.356 -0.654 0.343
H -1.909 2.471 -1.882 -0.197 0.259 -0.379 0.054
H -2.045 3.900 -3.011 -0.601 -0.546 1.093 0.359
H -3.483 3.322 -1.962 0.561 0.262 0.012 0.385
C -1.681 1.085 2.771 1.830 -0.167 0.237 -1.019
S -1.097 -0.262 1.714 0.747 0.548 -2.112 0.384
O -0.569 0.268 0.350 -0.802 -0.598 2.043 -0.556
C 0.370 -0.654 2.711 -1.003 0.119 -1.233 -0.626
H -2.374 1.748 2.325 -0.580 0.480 -0.832 0.313
H -0.804 1.623 3.150 -0.221 0.193 -0.310 0.295
H -2.111 0.601 3.616 -0.575 -0.523 0.689 0.464
H 0.773 -1.570 2.302 0.312 -0.046 -0.151 -0.138
H -0.075 -0.874 3.651 0.138 -0.024 1.202 0.504
H 1.031 0.203 2.662 0.185 -0.052 0.225 0.370
```
Forces are in eV/Å.

The HOMO energy is -8.68 eV. As for the spin multiplicity: 1. For the orbital gap, the calculation gives 8.944 eV.



Entry from the Open Molecules 2025 dataset: a cluster of 5 separate species, C10H30O5S5 in total (the ωB97M-V functional and the def2-TZVPD basis).

Structure (XYZ):
```
50
Properties=species:S:1:pos:R:3:forces:R:3:mulliken_charge:R:1
C -78.507 8.702 -37.213 -2.230 1.970 -1.660 -1.033
S -79.247 7.754 -38.685 -0.855 -0.292 1.466 0.601
O -80.736 7.759 -38.497 0.857 0.008 -0.135 -0.634
C -78.908 8.962 -39.932 -0.373 -2.194 -3.685 -1.052
H -78.998 8.474 -36.298 -0.653 -0.862 0.492 0.349
H -78.603 9.826 -37.273 -0.014 -1.109 -0.493 0.324
H -77.515 8.464 -37.148 2.638 -0.715 0.128 0.396
H -77.885 9.096 -40.069 2.199 -0.274 -0.001 0.400
H -79.176 9.831 -39.496 -1.743 3.111 0.689 0.407
H -79.274 8.754 -41.074 0.200 0.306 3.258 0.244
C -78.664 3.348 -33.457 -0.904 -3.909 -2.276 -0.859
S -79.463 4.873 -33.485 1.460 1.957 0.583 0.636
O -78.328 5.873 -33.184 -1.700 -0.983 -0.353 -0.728
C -79.608 4.999 -35.244 1.284 -5.825 -0.728 -1.128
H -77.617 3.295 -33.770 0.008 0.710 0.675 0.485
H -79.131 2.697 -34.337 0.413 1.192 1.814 0.216
H -78.904 2.810 -32.543 0.571 0.076 0.210 0.234
H -78.564 4.957 -35.626 -0.695 -1.035 -0.229 0.182
H -79.698 5.924 -35.280 -1.214 8.851 -0.396 0.502
H -80.478 4.674 -35.848 0.797 -0.916 0.579 0.416
C -82.422 2.399 -31.939 -6.161 0.351 3.699 -0.792
S -81.970 3.217 -30.363 -2.192 2.381 -2.935 0.488
O -81.698 4.576 -30.965 1.144 -0.140 1.222 -0.567
C -83.696 3.479 -29.852 -1.747 -3.613 1.349 -0.886
H -82.810 1.489 -31.584 0.278 -2.227 0.072 0.436
H -81.590 2.366 -32.445 4.025 -0.276 -3.310 0.166
H -83.436 2.757 -32.373 2.344 0.580 0.309 0.265
H -84.116 2.418 -29.371 0.935 2.397 -1.456 0.295
H -84.433 3.812 -30.680 1.671 -0.193 1.482 0.268
H -83.615 4.057 -28.935 -0.311 0.690 -0.392 0.340
C -77.667 0.904 -39.026 1.741 0.648 -1.327 -0.963
S -78.553 2.555 -38.986 3.005 -0.640 -2.087 0.490
O -79.691 2.343 -38.122 -1.193 -0.061 1.714 -0.552
C -77.178 3.456 -38.191 1.440 0.061 -2.889 -0.705
H -78.255 0.348 -39.705 -1.158 -0.991 -0.087 0.350
H -77.514 0.469 -38.064 -0.647 -0.210 0.886 0.265
H -76.649 0.741 -39.519 -0.984 1.368 0.475 0.340
H -77.443 4.495 -38.170 -0.320 0.444 0.804 0.133
H -76.225 3.464 -38.888 -2.042 -0.419 0.925 0.336
H -76.872 2.954 -37.323 0.150 -0.175 1.650 0.312
C -77.455 -1.732 -31.538 -2.171 -2.845 0.432 -1.058
S -78.194 -0.159 -32.008 1.636 -0.843 -1.800 0.575
O -77.074 0.729 -31.678 0.336 1.579 1.111 -0.603
C -77.945 -0.315 -33.797 -0.800 -0.264 -1.114 -1.009
H -78.133 -2.714 -31.597 0.942 2.403 0.719 0.298
H -76.978 -1.521 -30.593 -0.759 -0.082 0.883 0.365
H -76.605 -2.085 -32.043 1.210 0.373 -1.823 0.356
H -76.985 -0.579 -34.217 1.154 0.848 1.001 0.398
H -78.402 0.453 -34.427 0.138 0.392 0.658 0.180
H -78.387 -1.188 -34.174 -1.709 -1.603 -0.109 0.521
```
Forces are in eV/Å.

The HOMO energy is -8.41 eV. As for the spin multiplicity: 1. For the orbital gap, the calculation gives 8.789 eV.



Entry from the Open Molecules 2025 dataset: a structure of composition C10H31CoN6O5 (the ωB97M-V functional and the def2-TZVPD basis).

Structure (XYZ):
```
53
Properties=species:S:1:pos:R:3:forces:R:3:mulliken_charge:R:1
Co 3.200 2.199 1.099 -2.799 -1.691 -1.643 0.879
O 1.746 0.889 1.144 2.176 1.305 0.270 -1.028
H 1.565 0.339 0.357 0.601 0.345 0.095 0.274
C 0.683 4.597 -1.552 0.502 -0.440 -0.440 -1.485
C 1.122 3.189 -1.110 -3.701 -0.987 1.764 0.823
C 0.678 1.977 -1.905 0.165 0.159 -1.375 -0.494
O 0.898 2.165 -3.285 0.469 0.182 0.384 -0.448
C 0.318 1.150 -4.064 -0.526 -0.374 -1.479 -0.738
N 2.496 3.125 -0.756 2.993 0.864 0.448 -0.584
H 1.169 4.762 -2.513 -0.261 0.321 -0.170 0.378
H 1.004 5.381 -0.867 0.329 -0.152 0.242 0.445
H -0.389 4.773 -1.637 0.018 -0.593 -0.199 0.378
H 0.678 2.904 -0.157 -0.760 0.645 0.247 -0.188
H -0.369 1.739 -1.718 -0.181 0.125 0.037 0.509
H 1.252 1.098 -1.611 0.116 -0.151 0.433 0.078
H 0.512 1.352 -5.118 -0.160 0.665 0.054 0.333
H -0.759 1.100 -3.904 -0.043 -0.026 0.077 0.329
H 0.714 0.135 -4.018 0.371 -0.079 1.087 0.268
H 2.687 4.085 -0.510 0.514 0.633 0.120 0.470
H 2.975 3.046 -1.642 0.976 -0.475 -0.225 0.266
C 0.516 -1.586 -0.930 2.275 -0.492 0.783 -0.200
C -0.915 -1.990 -1.025 1.359 -0.053 -1.085 0.030
C -1.489 -2.604 0.217 -1.972 -0.138 -0.113 -0.257
O -2.846 -2.957 -0.153 1.022 0.816 -0.985 -0.422
C -3.733 -3.285 0.878 0.287 -0.205 0.112 -0.738
N -1.467 -0.734 -1.489 -1.647 -0.348 0.213 -0.375
H 1.215 -2.376 -0.657 0.073 -0.232 -0.227 0.517
H 0.700 -0.840 -0.157 -0.693 -0.055 0.612 -0.387
H 0.878 -1.027 -1.793 -0.246 -0.686 -0.462 0.219
H -1.006 -2.749 -1.802 -0.043 0.019 -0.195 0.443
H -1.527 -1.887 1.037 -0.056 0.283 0.202 -0.007
H -0.924 -3.473 0.552 0.034 -0.197 -0.057 0.511
H -3.251 -4.132 1.366 -0.630 -0.077 0.815 0.323
H -4.702 -3.559 0.462 0.268 -0.303 -0.299 0.267
H -3.963 -2.431 1.515 0.432 0.030 0.456 0.259
H -1.501 -0.228 -0.616 -0.341 0.807 0.037 0.117
H -2.433 -0.941 -1.699 -0.519 0.338 -0.199 0.317
C -1.584 0.698 2.161 -6.918 0.816 1.513 0.436
O -2.793 0.726 2.512 2.485 -0.012 -0.760 -0.733
N -0.596 0.271 2.835 3.908 -3.043 4.868 -0.202
N -1.090 1.090 1.034 1.146 2.864 -6.275 -0.044
H -0.731 -0.215 3.709 0.009 0.099 -0.112 0.287
H 0.305 0.237 2.380 -0.034 0.016 0.810 0.128
H -1.452 1.851 0.477 -0.871 -0.331 0.311 0.251
H -0.085 1.073 0.937 -0.381 0.181 0.110 -0.062
C 1.743 -2.786 2.945 -0.209 -1.413 0.917 0.458
O 2.199 -3.741 3.511 1.185 -1.407 0.867 -0.682
N 0.463 -2.653 2.749 -4.341 -0.001 -0.317 -0.250
N 2.454 -1.805 2.463 3.631 3.130 -1.299 -0.205
H -0.129 -3.356 3.167 0.078 0.129 -0.160 0.176
H 0.009 -1.848 2.341 0.271 -0.343 0.150 0.031
H 2.129 -0.915 2.116 -0.237 -0.414 0.169 0.117
H 3.429 -1.834 2.724 -0.126 -0.056 -0.126 0.212
```
Forces are in eV/Å.

As for the charge: +1. Its expectation value of S² is 3.757. The HOMO energy (alpha / beta) is -11.85 / -11.85 eV. As for the spin multiplicity: 4. For the orbital gap (alpha / beta), the calculation gives 4.942 / 4.676 eV.



Taking the records one at a time from the top gives max |F| values of 0.1312; 0.0678; 0.1739; 0.1386 hartree/bohr.